1.
# C3H6N2OS

C3H6N2OS as an isolated structure (the ωB97M-V functional and the def2-TZVPD basis, the Open Molecules 2025 dataset).

Calculated values
**M**: 118.2 g mol⁻¹
**Energy above the lowest of the compared OMol25 structures with the same formula, charge and spin**: 471.1 kJ/mol
**HOMO-LUMO gap**: 0.332 hartree
**Calculated total energy**: -700.7098 a.u.

Element x y z (Å)
C  0.227  0.607  0.143
C  -1.238  0.015  -0.306
C  -0.036  -1.889  -0.457
H  -0.780  2.595  -0.421
H  -0.597  3.223  1.024
H  -1.754  -0.117  0.616
H  -1.873  0.815  -0.697
H  0.372  -2.586  -1.243
H  -0.280  -2.530  0.369
N  -0.788  2.294  0.819
N  0.420  1.608  0.898
O  -0.943  -1.164  -1.156
S  1.332  -0.738  0.082


2.
# C5H4N2

One molecule with the formula C5H4N2 (the ωB97M-V functional and the def2-TZVPD basis, the Open Molecules 2025 dataset).

Calculated values
**M**: 92.1 g mol⁻¹
**Energy above the lowest of the compared OMol25 structures with the same formula, charge and spin**: 225.4 kJ/mol
**HOMO-LUMO gap**: 0.363 hartree
**Calculated total energy**: -302.3425 a.u.

Element x y z (Å)
C  2.834  -0.580  0.157
C  1.683  -0.218  0.086
C  0.289  0.131  -0.012
C  -0.434  1.365  -0.181
N  -1.727  1.152  -0.315
N  -1.886  -0.157  -0.186
C  -0.726  -0.811  0.013
H  3.859  -0.887  0.230
H  -0.353  2.374  0.169
H  -2.828  -0.494  -0.146
H  -0.712  -1.874  0.186


3.
# C2H5NOS2

One molecule with the formula C2H5NOS2 (the ωB97M-V functional and the def2-TZVPD basis, the Open Molecules 2025 dataset).

Calculated values
**M**: 123.2 g mol⁻¹
**Energy above the lowest of the compared OMol25 structures with the same formula, charge and spin**: 28.6 kJ/mol
**HOMO-LUMO gap**: 0.361 hartree
**Calculated total energy**: -1005.5629 a.u.

Element x y z (Å)
O  -0.319  2.113  -0.365
C  -0.089  0.948  -0.168
C  -1.103  0.045  0.564
S  -2.079  -1.107  -0.459
N  1.129  0.335  -0.648
S  1.862  -1.127  -0.164
H  -1.884  0.656  1.004
H  -0.578  -0.415  1.401
H  -1.079  -1.860  -0.864
H  1.652  1.024  -1.179
H  2.488  -0.613  0.878


4.
# C53H148BaN9O21

C53H148BaN9O21 as an isolated structure (the ωB97M-V functional and the def2-TZVPD basis, the Open Molecules 2025 dataset).

Calculated values
**Charge**: +1
**M**: 1385.1 g mol⁻¹
**HOMO-LUMO gap**: 0.096 hartree
**Calculated total energy**: -4205.4777 a.u.

Element x y z (Å)
Ba  -3.126  5.302  -4.241
C  0.687  2.942  1.407
C  0.608  1.573  0.663
C  0.890  0.486  1.741
C  0.638  -0.907  1.221
C  -0.802  -1.049  0.818
C  -1.243  -0.046  -0.241
N  -0.779  1.300  0.173
O  -1.416  2.385  -0.612
C  -2.798  -0.225  -0.281
C  -0.670  -0.512  -1.618
C  1.646  1.544  -0.382
H  -0.079  3.035  2.177
H  0.499  3.823  0.793
H  1.685  3.112  1.812
H  0.368  0.677  2.679
H  1.936  0.642  2.006
H  0.878  -1.611  2.018
H  1.284  -1.235  0.407
H  -1.388  -0.972  1.734
H  -0.867  -2.057  0.408
H  -3.168  0.105  0.689
H  -3.118  -1.230  -0.555
H  -3.251  0.453  -1.005
H  0.333  -0.937  -1.573
H  -0.765  0.272  -2.368
H  -1.248  -1.381  -1.934
H  1.975  2.544  -0.664
H  1.329  0.971  -1.253
H  2.507  1.045  0.062
C  -4.888  1.370  -7.200
O  -4.428  2.693  -7.458
H  -5.853  1.260  -7.695
H  -4.180  0.692  -7.677
H  -4.933  1.115  -6.141
H  -4.733  2.811  -8.361
C  1.449  -6.178  4.703
O  2.075  -7.243  5.392
H  1.135  -6.516  3.716
H  0.660  -5.793  5.349
H  2.219  -5.408  4.645
H  1.285  -7.751  5.590
C  1.314  -2.324  -6.855
O  1.731  -0.980  -6.431
H  1.393  -2.315  -7.942
H  1.976  -3.089  -6.447
H  0.264  -2.510  -6.632
H  2.675  -0.969  -6.609
C  7.137  4.233  0.617
O  8.189  3.818  -0.267
H  6.303  4.579  0.007
H  6.670  3.421  1.173
H  7.324  5.068  1.292
H  7.821  3.724  -1.149
C  -5.423  -4.963  3.988
O  -4.366  -5.838  3.932
H  -5.319  -3.974  3.541
H  -6.259  -5.396  3.440
H  -5.863  -4.811  4.974
H  -4.231  -6.058  3.008
C  1.765  7.316  -2.157
O  0.687  6.470  -2.432
H  1.750  8.203  -2.790
H  1.797  7.649  -1.120
H  2.635  6.712  -2.414
H  0.808  5.813  -1.742
C  -5.006  -4.611  -6.659
C  -6.477  -4.433  -7.021
C  -6.681  -4.513  -8.522
O  -8.085  -4.378  -8.833
C  -8.350  -4.543  -10.247
N  -7.266  -5.454  -6.452
H  -4.765  -4.694  -5.599
H  -4.430  -3.782  -7.070
H  -4.560  -5.520  -7.062
H  -6.858  -3.502  -6.601
H  -6.325  -5.472  -8.896
H  -6.082  -3.776  -9.058
H  -9.373  -4.356  -10.575
H  -8.144  -5.578  -10.521
H  -7.814  -3.874  -10.921
H  -8.202  -5.317  -6.807
H  -6.986  -6.246  -7.012
C  1.385  1.324  8.062
C  1.057  0.069  8.926
C  0.097  -0.846  8.152
O  -1.146  -0.164  7.977
C  -2.168  -0.986  7.321
N  2.374  -0.509  9.194
H  2.080  2.000  8.560
H  0.448  1.820  7.814
H  1.724  0.992  7.080
H  0.734  0.448  9.895
H  -0.110  -1.721  8.768
H  0.430  -1.282  7.210
H  -1.788  -1.677  6.568
H  -2.824  -0.259  6.844
H  -2.694  -1.450  8.156
H  2.220  -1.240  9.875
H  3.065  0.100  9.608
C  1.640  -10.695  -1.453
C  2.892  -9.926  -1.598
C  2.804  -8.426  -1.247
O  1.881  -7.714  -2.112
C  1.908  -6.303  -1.864
N  3.809  -10.621  -0.750
H  0.834  -10.302  -2.072
H  1.208  -10.791  -0.457
H  1.769  -11.728  -1.775
H  3.164  -10.089  -2.641
H  3.773  -7.943  -1.370
H  2.526  -8.379  -0.194
H  1.662  -5.963  -0.858
H  1.066  -5.910  -2.434
H  2.756  -5.816  -2.344
H  3.547  -10.517  0.220
H  4.651  -10.065  -0.787
C  5.742  4.709  5.996
C  6.593  3.767  6.852
C  7.835  3.172  6.089
O  7.396  2.171  5.259
C  8.372  1.519  4.444
N  7.019  4.522  8.008
H  4.883  5.139  6.512
H  5.347  4.204  5.115
H  6.404  5.535  5.737
H  5.920  3.006  7.247
H  8.531  2.753  6.815
H  8.478  3.840  5.517
H  8.963  2.231  3.868
H  7.926  0.821  3.736
H  8.993  0.868  5.060
H  6.249  5.151  8.184
H  7.857  5.050  7.811
C  -4.542  3.751  4.145
C  -5.198  4.935  3.420
C  -5.740  5.993  4.435
O  -6.439  6.846  3.542
C  -7.247  7.792  4.252
N  -4.177  5.491  2.558
H  -3.763  3.308  3.525
H  -5.286  2.981  4.352
H  -4.088  4.066  5.084
H  -6.023  4.557  2.818
H  -5.060  6.558  5.073
H  -6.365  5.444  5.138
H  -7.699  8.430  3.491
H  -6.558  8.335  4.899
H  -8.075  7.414  4.851
H  -3.793  4.747  1.993
H  -3.354  5.595  3.133
C  -8.050  -8.324  -1.465
C  -6.936  -7.505  -0.765
C  -5.465  -7.909  -0.991
O  -4.611  -7.359  0.033
C  -3.212  -7.582  -0.016
N  -7.038  -6.150  -1.278
H  -8.947  -8.203  -0.857
H  -7.862  -9.397  -1.463
H  -8.336  -7.986  -2.462
H  -7.209  -7.497  0.291
H  -5.157  -7.768  -2.028
H  -5.303  -8.982  -0.889
H  -2.931  -7.563  -1.069
H  -2.960  -8.566  0.380
H  -2.658  -6.789  0.487
H  -6.283  -5.664  -0.815
H  -6.797  -6.230  -2.256
C  11.322  -3.344  0.715
C  10.755  -3.764  -0.656
C  9.515  -2.925  -1.036
O  8.262  -3.584  -0.552
C  7.149  -2.776  -0.233
N  11.819  -3.683  -1.628
H  10.494  -3.354  1.423
H  11.739  -2.337  0.714
H  12.064  -3.998  1.175
H  10.416  -4.788  -0.496
H  9.471  -2.993  -2.123
H  9.642  -1.855  -0.873
H  7.350  -2.092  0.591
H  6.420  -3.503  0.127
H  6.769  -2.233  -1.099
H  12.536  -4.349  -1.380
H  11.514  -4.078  -2.506
C  -0.533  10.281  1.210
C  -1.159  9.110  2.040
C  -0.548  8.787  3.380
O  -1.187  7.668  4.072
C  -0.444  7.298  5.203
N  -2.560  9.410  2.224
H  -0.795  10.300  0.152
H  0.545  10.187  1.083
H  -0.659  11.289  1.605
H  -1.050  8.238  1.395
H  -0.698  9.673  3.996
H  0.542  8.764  3.367
H  -0.939  6.514  5.775
H  -0.393  8.139  5.896
H  0.573  7.039  4.909
H  -2.793  10.153  1.581
H  -2.555  9.914  3.098
C  -8.441  2.003  -0.705
C  -8.038  2.266  -2.100
O  -6.961  3.171  -2.156
O  -9.071  3.149  -0.148
H  -7.564  1.774  -0.100
H  -9.102  1.153  -0.534
H  -8.843  2.715  -2.682
H  -7.881  1.334  -2.642
H  -7.175  3.981  -1.688
H  -8.632  3.933  -0.486
C  6.265  2.735  -5.090
C  5.946  1.291  -4.584
O  5.803  0.452  -5.687
O  6.214  3.667  -4.034
H  5.559  3.090  -5.841
H  7.262  2.711  -5.530
H  5.040  1.341  -3.980
H  6.761  0.936  -3.954
H  6.668  0.158  -5.980
H  6.701  4.448  -4.306
C  0.096  5.607  -7.895
C  0.972  4.680  -6.931
O  0.193  3.897  -6.092
O  -0.717  6.546  -7.262
H  -0.648  5.034  -8.448
H  0.684  5.992  -8.728
H  1.473  5.334  -6.217
H  1.619  3.996  -7.481
H  0.488  2.988  -6.008
H  -1.096  7.022  -8.004


5.
# C4H6ClF

One molecule with the formula C4H6ClF (the ωB97M-V functional and the def2-TZVPD basis, the Open Molecules 2025 dataset).

Calculated values
**M**: 108.5 g mol⁻¹
**Energy above the lowest of the compared OMol25 structures with the same formula, charge and spin**: 82.2 kJ/mol
**HOMO-LUMO gap**: 0.388 hartree
**Calculated total energy**: -716.0198 a.u.

Element x y z (Å)
C  -1.195  -0.450  0.672
C  -0.585  -0.179  -0.662
C  0.567  0.712  -0.505
C  1.692  0.354  -0.072
F  2.564  1.297  0.333
Cl  2.425  -1.214  -0.036
H  -1.782  0.455  0.911
H  -1.910  -1.264  0.558
H  -0.713  -0.724  1.594
H  -1.238  0.340  -1.273
H  -0.240  -1.091  -1.203
H  0.414  1.764  -0.317


6.
# C3H9N2O3

A 2-piece molecular cluster, C3H9N2O3 overall (the ωB97M-V functional and the def2-TZVPD basis, the Open Molecules 2025 dataset).

Calculated values
**Charge**: -1
**M**: 121.1 g mol⁻¹
**Energy above the lowest of the compared OMol25 structures with the same formula, charge and spin**: 192.3 kJ/mol
**HOMO-LUMO gap**: 0.281 hartree
**Calculated total energy**: -454.9614 a.u.

Element x y z (Å)
O  0.400  0.456  -3.376
C  0.694  0.214  -2.213
N  1.867  0.608  -1.642
C  -0.337  -0.415  -1.224
N  -0.024  -0.179  0.183
C  -1.370  -0.337  0.917
O  -1.313  -0.708  2.184
H  1.665  0.709  -0.647
H  2.464  1.323  -2.017
H  -0.618  -1.471  -1.633
H  -1.258  0.140  -1.570
H  0.286  -1.027  0.704
H  -1.887  -1.161  0.279
H  -1.848  0.666  0.706
H  0.278  1.173  4.037
H  -0.493  -0.081  3.289
O  0.217  0.216  3.987